{"formula": "C52H84N22O3", "method": "ωB97M-V/def2-TZVPD", "e_tot_ev": -94197.4145, "homo_energy_ev": -6.61, "relative_energy_kcal_mol": 0.0, "multiplicity": 1, "charge": 0, "elements": ["C", "C", "C", "N", "O", "C", "C", "C", "C", "C", "C", "C", "O", "O", "H", "H", "H", "H", "H", "H", "H", "H", "H", "H", "H", "H", "H", "H", "H", "H", "H", "H", "H", "H", "H", "C", "C", "N", "H", "H", "H", "C", "C", "N", "H", "H", "H", "C", "C", "N", "H", "H", "H", "C", "C", "N", "H", "H", "H", "C", "C", "N", "H", "H", "H", "C", "C", "N", "H", "H", "H", "C", "C", "N", "H", "H", "H", "C", "C", "N", "H", "H", "H", "C", "C", "N", "H", "H", "H", "C", "C", "N", "H", "H", "H", "C", "C", "N", "H", "H", "H", "C", "C", "N", "H", "H", "H", "C", "C", "N", "H", "H", "H", "C", "C", "N", "H", "H", "H", "C", "C", "N", "H", "H", "H", "C", "C", "N", "H", "H", "H", "C", "C", "N", "H", "H", "H", "C", "C", "N", "H", "H", "H", "C", "C", "N", "H", "H", "H", "C", "C", "N", "H", "H", "H", "C", "C", "N", "H", "H", "H"], "coordinates": [[2.30936, -1.51549, 1.19904], [0.83580, -1.42873, 0.61749], [0.76642, -1.36041, -0.97035], [1.90828, -2.03365, -1.67420], [1.48267, -3.00776, -2.55326], [1.28679, -4.26405, -1.88495], [2.46029, -4.71959, -0.92747], [2.18768, -6.27123, -0.62088], [3.91794, -4.65166, -1.56524], [4.70110, -3.37580, -1.02566], [3.95794, -4.80446, -3.14673], [2.46926, -0.98599, -2.53840], [2.17385, -0.98914, -3.71546], [3.35984, -0.03369, -2.01129], [2.40818, -0.88264, 2.13526], [3.10253, -1.14174, 0.49438], [2.55817, -2.56658, 1.53572], [0.37110, -0.50254, 1.07356], [0.26691, -2.33709, 0.96411], [0.82157, -0.25942, -1.22825], [-0.23387, -1.72889, -1.31938], [1.04773, -5.10340, -2.58912], [0.36492, -4.13256, -1.22675], [2.42328, -4.20987, 0.07381], [2.96396, -6.71144, 0.06071], [1.13113, -6.45700, -0.29036], [2.30030, -6.82739, -1.60752], [4.48311, -5.54226, -1.14487], [4.34652, -3.19874, 0.03071], [4.55797, -2.45616, -1.65150], [5.81872, -3.54957, -0.95329], [3.18903, -5.53397, -3.51038], [4.98014, -5.17673, -3.45251], [3.85637, -3.76832, -3.57763], [4.24882, -0.38847, -2.22708], [2.14492, -0.00607, -6.53663], [2.85576, 0.53012, -7.72512], [3.40598, 0.94994, -8.64867], [2.85481, -0.20051, -5.73432], [1.40642, 0.71742, -6.19081], [1.63842, -0.93673, -6.79531], [0.06257, 3.00023, 0.99196], [-0.10996, 2.13509, 2.18412], [-0.25978, 1.45139, 3.10154], [-0.12660, 4.04133, 1.25265], [1.08013, 2.90857, 0.61200], [-0.63827, 2.68915, 0.21464], [-1.45607, 7.44976, 0.97077], [-0.62250, 6.57320, 0.10244], [0.05641, 5.86753, -0.61184], [-1.42221, 8.48002, 0.60532], [-2.49230, 7.10591, 0.96729], [-1.07877, 7.42511, 1.99185], [0.15565, 10.53729, 3.72520], [-0.90539, 9.50117, 3.82383], [-1.72849, 8.69787, 3.89935], [1.01746, 10.13558, 3.19300], [-0.22204, 11.40452, 3.18626], [0.46618, 10.84578, 4.72186], [-3.34038, 0.26523, 3.22731], [-4.41236, -0.76237, 3.27638], [-5.24596, -1.57192, 3.32252], [-2.46996, -0.12780, 2.70304], [-3.70215, 1.14964, 2.70269], [-3.04835, 0.54568, 4.23889], [8.01451, -7.10052, -3.89464], [7.01406, -7.40864, -2.84192], [6.23492, -7.64269, -2.02601], [8.36524, -8.02471, -4.35362], [7.56111, -6.47055, -4.66104], [8.86313, -6.57558, -3.45631], [2.77823, -4.33977, -6.94793], [3.96340, -5.00691, -6.35020], [4.88093, -5.52736, -5.88535], [1.89150, -4.56151, -6.35847], [2.93161, -3.26073, -6.96783], [2.62676, -4.69761, -7.96603], [-7.30359, -0.78891, 6.32399], [-6.56137, -0.26234, 7.49634], [-5.98327, 0.14940, 8.40444], [-7.94097, -0.01013, 5.90599], [-6.60099, -1.12153, 5.55878], [-7.92505, -1.63176, 6.62594], [0.17286, 14.71962, 5.52475], [0.99934, 13.84120, 4.65800], [1.64059, 13.15979, 3.98541], [0.21007, 15.74417, 5.15537], [-0.86152, 14.37626, 5.52047], [0.55270, 14.69472, 6.54586], [3.38528, 8.44631, -1.00000], [2.33973, 7.39531, -0.89886], [1.52086, 6.57337, -0.82223], [4.24828, 8.05590, -1.53955], [2.99178, 9.31233, -1.53413], [3.69760, 8.75484, -0.00192], [-2.28005, 0.20138, -3.13503], [-1.53697, 0.78070, -1.98963], [-0.95992, 1.23037, -1.09942], [-2.93951, 0.95441, -3.56603], [-1.57721, -0.13806, -3.89706], [-2.87798, -0.64507, -2.79734], [1.68403, -7.54936, 3.62591], [1.13994, -8.00206, 2.31867], [0.71925, -8.35141, 1.30380], [1.54638, -6.47338, 3.73279], [1.16510, -8.05693, 4.43847], [2.74763, -7.77940, 3.68351], [-7.38812, 0.36659, 1.06453], [-6.53091, 0.72673, -0.09810], [-5.86567, 1.00372, -0.99865], [-7.38002, 1.17340, 1.79611], [-8.41115, 0.19923, 0.73271], [-7.01189, -0.53954, 1.53343], [3.09866, 3.01771, -3.97826], [4.01460, 4.14531, -3.66567], [4.72523, 5.02003, -3.42297], [2.91630, 2.42750, -3.07997], [2.14916, 3.40402, -4.34918], [3.54402, 2.37754, -4.73991], [-3.07723, 0.77821, 9.48338], [-1.68029, 0.27830, 9.38862], [-0.60021, -0.11830, 9.30764], [-3.40730, 0.76693, 10.52130], [-3.13365, 1.79533, 9.10497], [-3.73597, 0.14335, 8.89483], [-10.40057, -2.83811, 2.47547], [-9.44165, -1.75004, 2.79482], [-8.69757, -0.90555, 3.04219], [-10.60079, -3.42853, 3.36924], [-11.33566, -2.41223, 2.11237], [-9.98141, -3.48661, 1.70636], [0.77302, 3.99469, -8.82868], [0.58904, 3.12142, -7.64327], [0.44731, 2.44418, -6.72208], [0.55625, 5.02924, -8.56298], [1.80166, 3.92404, -9.18236], [0.09927, 3.68227, -9.62612], [-2.13252, -1.97023, -7.48356], [-0.94918, -2.63770, -6.88411], [-0.03085, -3.15473, -6.41839], [-3.02112, -2.19200, -6.89270], [-1.97752, -0.89126, -7.50412], [-2.28289, -2.32849, -8.50169], [0.19908, -3.36223, 7.83754], [0.98242, -4.24610, 6.93489], [1.58994, -4.93170, 6.23499], [0.26002, -2.33024, 7.49265], [-0.84513, -3.67387, 7.84492], [0.59553, -3.42182, 8.85057], [2.91796, -8.89347, -5.34793], [2.23167, -8.08400, -6.38666], [1.69017, -7.46160, -7.19938], [2.53157, -9.91257, -5.35797], [3.98948, -8.91537, -5.54523], [2.74604, -8.45635, -4.36430], [-4.55146, 4.78991, 7.92554], [-4.73426, 3.91735, 9.11380], [-4.87671, 3.24008, 10.03513], [-4.71889, 5.83070, 8.20159], [-3.53787, 4.68220, 7.53939], [-5.26101, 4.50882, 7.14764]]}